1.
DFT (ωB97M-V/def2-TZVPD) results for a structure of composition C34H53IrN5O11P2SSi.

E_HOMO (spin up / spin down), eV: -12.221 / -12.220
Relative energy (zero: lowest compared OMol25 entry of this formula, charge and spin), kcal per mole: 5.1
Gap between HOMO and LUMO (spin up / spin down), eV: 7.1 / 4.5
Multiplicity: 2
Total charge: +2
Molar mass, Da: 1022.14
⟨S²⟩: 0.754

XYZ file:
```
108
Properties=species:S:1:pos:R:3:forces:R:3:mulliken_spin:R:1
Ir -0.97681 -0.13742 -0.55187 0.25 0.27 0.14 0.169
C -0.25965 2.70098 2.55993 0.00 0.02 0.03 -0.001
C -1.07493 2.16565 1.43146 -0.07 0.01 -0.06 0.013
O -0.50559 1.59694 0.46249 0.07 0.11 0.09 0.017
N -2.38573 2.35690 1.46137 0.00 -0.17 0.06 -0.003
C -3.26807 2.03370 0.34751 0.02 0.04 -0.05 0.010
C -3.78743 0.62291 0.42014 0.01 -0.04 0.06 -0.006
C -5.10532 0.37598 0.75784 -0.01 0.02 -0.01 -0.002
C -5.55743 -0.92946 0.87684 0.00 -0.01 0.00 0.000
C -4.66248 -1.96094 0.65998 0.00 0.02 0.00 0.003
C -3.36215 -1.65139 0.31378 -0.02 0.01 0.05 -0.004
N -2.92615 -0.38643 0.18696 -0.13 -0.16 -0.08 0.011
H 0.69599 2.19000 2.58703 0.07 -0.03 -0.01 0.003
H -0.77306 2.55493 3.51050 -0.01 0.03 0.00 0.002
H -0.10535 3.77218 2.41616 0.04 -0.01 -0.01 0.000
H -2.78499 2.75379 2.29857 0.01 0.06 -0.03 0.000
H -2.71845 2.19040 -0.57720 -0.01 0.02 -0.02 -0.003
H -4.10193 2.73143 0.36729 -0.01 -0.01 0.02 0.000
H -5.77192 1.21045 0.92753 0.00 0.00 0.00 0.000
H -6.58704 -1.13222 1.13893 0.00 0.00 0.00 0.000
H -4.95751 -2.99679 0.74377 0.00 0.00 0.00 0.000
H -2.64263 -2.42821 0.10432 0.00 0.01 0.01 0.000
C -4.10502 -1.14636 -3.13007 0.01 0.02 0.02 0.000
C -2.75166 -0.96475 -3.80344 -0.03 -0.01 -0.05 0.001
O -2.91945 -1.19111 -5.19028 -0.01 -0.05 0.01 0.000
P -2.08938 0.71631 -3.58781 0.09 0.05 -0.10 -0.001
O -0.84195 0.85392 -4.52238 -0.08 0.14 0.00 0.000
O -3.17450 1.69978 -4.13356 0.00 0.06 0.12 0.000
O -1.76318 1.01409 -2.13670 -0.14 0.02 -0.02 0.009
P -1.38962 -2.01554 -3.16055 0.02 0.10 0.04 -0.004
O -1.94271 -3.47723 -3.36515 0.04 -0.03 0.11 -0.001
O -0.19248 -1.65985 -3.97081 0.07 -0.07 0.01 0.000
O -1.28258 -1.80802 -1.63694 -0.22 -0.28 0.04 0.015
H -4.85655 -0.61473 -3.71248 0.00 0.01 0.00 0.000
H -4.10723 -0.75770 -2.11193 0.01 -0.02 -0.03 0.000
H -4.36319 -2.20415 -3.11286 -0.01 0.00 -0.01 0.000
H -2.07192 -1.40644 -5.60489 -0.01 0.02 -0.01 0.000
H -0.30288 0.01770 -4.48373 0.04 -0.07 0.02 0.000
H -2.89658 2.57942 -4.42267 0.02 -0.04 -0.10 0.000
H -1.28130 -4.16160 -3.53265 0.00 0.01 -0.10 0.000
C 3.68917 1.68047 2.79026 -0.02 -0.01 0.01 0.001
C 3.75025 0.82766 1.53387 0.03 -0.05 -0.04 -0.002
C 4.80574 -0.25852 1.65992 0.03 0.01 0.01 0.000
C 4.01334 1.69653 0.31795 -0.01 0.01 0.00 -0.001
O 2.44087 0.20137 1.29553 -0.04 0.05 0.07 -0.025
Si 1.69772 -0.94287 2.15063 0.09 -0.02 -0.09 -0.070
S -0.27762 -1.34588 1.18249 -0.01 -0.09 0.00 0.724
O 2.44651 -2.34108 2.22271 -0.16 -0.08 0.02 -0.013
C 2.65887 -3.71974 1.82481 0.11 0.03 -0.01 0.016
C 1.32427 -4.37334 1.51249 0.01 -0.05 0.00 0.025
C 3.33654 -4.39337 3.00780 -0.03 0.01 0.00 0.005
C 3.56945 -3.72081 0.60719 0.00 -0.03 0.00 -0.004
O 1.17910 -0.40004 3.57321 0.07 0.17 0.02 0.104
C 1.15203 -0.92937 4.93346 -0.05 -0.06 -0.02 -0.003
C 2.57679 -1.19721 5.39333 0.00 0.02 0.02 0.004
C 0.31800 -2.20100 4.94247 0.01 -0.01 0.01 0.002
C 0.50387 0.15714 5.77222 -0.03 0.00 0.01 -0.003
H 4.66914 2.12182 2.97334 0.00 -0.01 0.01 0.000
H 3.41241 1.09165 3.66447 -0.01 0.00 -0.03 -0.001
H 2.97731 2.49676 2.67075 -0.06 0.02 0.01 0.000
H 5.79476 0.19509 1.73069 0.00 0.01 -0.01 0.000
H 4.78778 -0.90668 0.78307 0.01 0.02 0.00 0.000
H 4.64989 -0.86762 2.55244 0.00 0.01 -0.01 0.000
H 4.87246 2.34325 0.49865 0.01 -0.03 0.00 0.000
H 3.14501 2.32506 0.11478 0.00 0.02 0.00 0.000
H 4.22558 1.08318 -0.55702 -0.02 0.00 0.01 0.000
H 0.65776 -4.35007 2.37525 -0.01 0.03 0.01 -0.001
H 1.48713 -5.41612 1.23814 0.00 0.00 0.01 0.001
H 0.83192 -3.88214 0.66962 0.00 0.01 -0.02 -0.011
H 2.69129 -4.36820 3.88668 0.01 0.00 0.00 0.000
H 4.27395 -3.88973 3.24513 0.00 0.00 0.00 0.000
H 3.55460 -5.43512 2.77370 0.00 0.00 0.00 0.000
H 3.05519 -3.32201 -0.26940 0.01 0.05 0.01 0.003
H 3.88090 -4.73937 0.37496 -0.01 0.00 0.00 -0.001
H 4.46125 -3.12508 0.79701 0.00 -0.04 0.00 0.000
H 3.08334 -1.88144 4.71279 0.00 -0.02 0.00 0.001
H 2.56378 -1.65236 6.38420 0.00 0.01 0.00 0.000
H 3.14780 -0.27030 5.45942 -0.01 0.00 -0.01 -0.001
H 0.83005 -3.00384 4.41070 -0.02 0.00 -0.03 0.000
H -0.65147 -2.02346 4.47304 -0.01 0.01 0.01 0.001
H 0.14540 -2.53218 5.96666 0.01 0.00 0.00 0.000
H 1.04106 1.09888 5.65347 0.00 -0.01 0.00 0.000
H 0.52609 -0.11870 6.82638 -0.01 0.00 0.00 0.000
H -0.53848 0.29863 5.48015 0.01 0.02 -0.02 0.001
N 4.90456 1.27872 -4.40177 0.02 0.01 0.03 0.000
C 6.15278 0.93568 -4.87628 -0.01 0.00 0.00 0.000
C 7.04164 1.58218 -5.73367 0.00 0.00 0.01 0.000
C 8.22490 0.92672 -5.98952 0.00 0.00 0.00 0.000
C 8.52189 -0.32728 -5.41754 0.00 0.00 0.00 0.000
C 7.64006 -0.95998 -4.57446 0.00 0.00 0.00 0.000
C 6.43014 -0.31252 -4.30164 0.00 0.00 0.00 0.001
N 5.37526 -0.71321 -3.50865 0.00 0.00 0.00 0.001
C 4.49619 0.24901 -3.59517 -0.01 0.00 0.00 -0.001
C 3.22825 0.21410 -2.87628 0.00 0.00 -0.01 0.001
C 2.86324 -0.96410 -2.22287 0.00 0.01 0.00 0.019
C 1.68624 -1.00896 -1.52444 -0.03 0.03 -0.05 0.023
N 0.86283 0.05078 -1.42498 0.10 -0.12 -0.06 -0.007
C 1.21363 1.19220 -2.02975 0.01 0.05 0.04 0.006
C 2.37057 1.30680 -2.76776 0.01 0.00 0.02 -0.002
H 4.38899 2.10539 -4.64521 -0.01 -0.01 -0.01 0.000
H 6.82090 2.54426 -6.17581 0.00 0.00 0.00 0.000
H 8.94966 1.38472 -6.64888 0.00 0.00 0.00 0.000
H 9.46690 -0.79650 -5.65418 0.00 0.00 0.00 0.000
H 7.85997 -1.92322 -4.13539 0.00 0.00 0.00 0.000
H 3.50849 -1.82888 -2.28077 0.00 0.00 -0.01 0.001
H 1.35759 -1.91540 -1.03617 0.00 -0.01 -0.01 -0.022
H 0.53666 2.02544 -1.90960 0.00 -0.01 -0.02 -0.001
H 2.59658 2.26185 -3.22114 0.00 0.00 -0.01 0.000
```
Positions in Å, forces in eV/Å.

2.
DFT (ωB97M-V/def2-TZVPD) results for a cluster of 2 separate species, C10H15O2 in total in a non-equilibrium geometry.

E_HOMO, eV: -13.895
Relative energy (zero: lowest compared OMol25 entry of this formula, charge and spin), kcal per mole: 37.7
Gap between HOMO and LUMO, eV: 7.7
Total charge: +1
Molar mass, Da: 167.23

XYZ file:
```
27
Properties=species:S:1:pos:R:3:forces:R:3:nbo_charge:R:1
C -1.94277 0.47739 0.29704 2.13 -2.03 1.18 -0.311
C -0.85276 -1.09207 -1.39826 0.63 -1.32 0.50 -0.367
C -0.69717 -1.42481 1.12129 -0.25 1.85 0.13 0.309
C 0.12999 1.11348 -1.03314 -0.27 -0.77 -2.54 -0.412
C 0.22163 0.91516 1.37924 0.05 2.39 2.35 -0.406
C -1.53043 -1.10463 -0.02098 -0.42 0.21 0.20 -0.335
C -0.69426 1.31859 0.20752 0.96 1.66 1.61 -0.271
C 0.46701 -0.39553 -1.22850 -0.64 0.23 1.30 -0.344
C 0.46905 -0.58215 1.34897 0.65 -2.70 1.70 -0.435
C 1.20948 -1.05730 -0.03238 -3.59 2.63 -0.64 0.645
O 2.88977 1.10220 -0.11839 -1.40 1.17 2.19 -0.937
O 2.05214 -1.84176 -0.02450 2.49 -2.01 0.01 -0.422
H -2.67742 0.69130 -0.38430 -1.87 0.57 -1.73 0.242
H -2.33251 0.45841 1.29603 -0.45 0.46 0.46 0.224
H -0.73928 -2.11264 -1.78903 0.01 0.11 0.32 0.241
H -1.49303 -0.58158 -2.09270 -0.27 0.40 -0.29 0.242
H -1.04096 -2.13928 1.87217 0.39 -0.24 -0.29 0.250
H 3.49005 1.39430 -0.75639 1.62 0.10 -1.61 0.497
H -0.49607 1.30755 -1.98993 1.30 0.40 1.47 0.225
H 1.13847 1.54691 -1.00350 -1.04 0.89 -0.08 0.281
H 1.18337 1.51490 1.60194 -1.19 -1.11 -1.47 0.293
H -0.27811 1.21028 2.36918 0.12 -1.03 -1.18 0.246
H -2.35982 -1.78710 -0.09200 -0.69 0.14 0.30 0.259
H -0.95722 2.42749 0.42543 0.29 -1.68 -0.75 0.281
H 1.05507 -0.57952 -2.07219 1.14 0.06 -1.37 0.261
H 1.07054 -0.96204 2.24612 -0.76 0.61 -1.27 0.281
H 2.71524 0.18244 -0.12875 1.05 -1.00 -0.52 0.464
```
Positions in Å, forces in eV/Å.

3.
DFT (ωB97M-V/def2-TZVPD) results for an isolated molecule of C3H7FN2O in a non-equilibrium geometry.

E_HOMO, eV: -9.290
Relative energy (zero: lowest compared OMol25 entry of this formula, charge and spin), kcal per mole: 68.8
Gap between HOMO and LUMO, eV: 10.1
SMILES string: [H]/N=C(/CF)N(C)O
Molar mass, Da: 106.10

XYZ file:
```
14
Properties=species:S:1:pos:R:3:forces:R:3:nbo_charge:R:1
H -2.01640 0.10469 1.36481 1.36 -0.36 0.33 0.345
N -1.01302 0.03601 1.67900 -1.96 0.39 0.97 -0.661
C -0.19740 0.01640 0.73451 0.98 0.64 -1.29 0.351
C 1.27977 0.23048 0.94620 0.83 1.10 -2.07 -0.024
F 1.92463 -0.99242 0.36238 -0.59 2.31 1.29 -0.403
N -0.52390 -0.14224 -0.61727 -1.58 0.70 -1.52 -0.160
C -1.90591 0.29813 -1.08066 0.41 -2.63 0.85 -0.450
O 0.36965 0.47422 -1.56264 0.42 -0.31 0.40 -0.582
H 1.54004 0.43865 2.06265 -0.16 -0.68 -2.33 0.232
H 1.51660 1.20632 0.06540 -0.21 -2.93 3.28 0.215
H -2.66397 -0.48074 -0.76990 0.77 1.05 0.44 0.215
H -1.96157 0.12464 -2.14070 0.49 0.55 -0.50 0.233
H -2.16773 1.30324 -0.77931 -0.02 0.20 0.06 0.201
H 1.17378 -0.08520 -1.59573 -0.74 -0.01 0.09 0.487
```
Positions in Å, forces in eV/Å.

4.
DFT (ωB97M-V/def2-TZVPD) results for a cluster of 7 separate species, C11H39NO6PS in total.

E_HOMO, eV: -13.419
Gap between HOMO and LUMO, eV: 11.0
Total charge: +1
Molar mass, Da: 344.48

XYZ file:
```
59
Properties=species:S:1:pos:R:3:forces:R:3:nbo_charge:R:1
C -3.44578 1.60067 2.61647 -0.05 -0.01 0.03 -0.630
C -3.36124 1.05420 1.19364 -0.07 -0.19 0.00 -0.396
C -2.02386 0.40493 0.80525 -0.36 -0.08 0.11 -0.418
C -0.80857 1.30542 1.03799 0.03 0.33 -0.09 -0.590
C -0.97540 2.71841 0.45325 -0.01 -0.02 0.03 -0.618
P 0.70943 0.53955 0.38035 -0.12 0.07 0.00 1.677
S 2.06231 1.05036 1.83557 0.05 -0.06 0.23 -0.188
N 0.63091 -1.10688 0.25457 -0.29 0.09 0.00 -0.993
C 0.43439 -1.98702 1.44144 0.07 -0.20 -0.01 -0.224
C 1.75046 -2.38527 2.11884 -0.12 0.21 0.10 -0.630
C 1.15214 1.20891 -1.26873 0.09 -0.07 -0.15 -0.576
C 2.29277 2.23019 -1.17268 -0.03 0.00 -0.15 -0.603
C 1.46769 0.11218 -2.30707 0.02 0.08 -0.14 -0.396
C 0.21709 -0.42440 -3.00282 -0.14 0.10 0.24 -0.628
H -4.35420 2.19269 2.73468 0.01 -0.04 0.00 0.231
H -2.61325 2.25353 2.88887 0.02 -0.01 -0.05 0.188
H -3.49933 0.78905 3.34523 0.09 0.06 0.00 0.236
H -3.64235 1.81088 0.45775 0.10 0.08 0.05 0.202
H -4.10989 0.26114 1.11128 -0.05 0.10 -0.14 0.221
H -1.92476 -0.51399 1.38753 0.11 0.03 0.04 0.209
H -2.09879 0.08720 -0.23793 0.09 0.10 -0.12 0.232
H -0.64150 1.39775 2.11552 0.03 -0.03 0.00 0.252
H -1.68589 3.28081 1.05562 -0.02 0.00 -0.02 0.246
H -0.03957 3.28153 0.44319 -0.03 -0.02 0.04 0.219
H -1.35936 2.67808 -0.56703 -0.02 0.01 0.03 0.219
H 3.05838 0.32079 1.31841 0.15 -0.01 -0.08 0.173
H -0.03919 -1.30174 -0.48836 0.16 -0.26 -0.03 0.422
H -0.05888 -2.88306 1.06483 -0.03 0.08 -0.07 0.224
H -0.25975 -1.53385 2.15051 0.06 0.02 0.06 0.191
H 2.60079 -2.09798 1.50305 0.02 -0.14 -0.05 0.210
H 1.86248 -1.89885 3.08776 0.03 0.00 -0.04 0.221
H 1.79964 -3.45913 2.27970 0.05 0.00 -0.02 0.251
H 0.25833 1.73669 -1.61199 -0.04 -0.05 0.08 0.256
H 2.41727 2.68157 -2.15727 0.02 0.01 0.04 0.244
H 2.09977 3.03105 -0.46020 0.02 -0.05 0.04 0.217
H 3.23802 1.74680 -0.92289 -0.01 0.04 0.05 0.221
H 2.11072 0.58995 -3.04912 0.01 -0.09 -0.02 0.231
H 2.06648 -0.68652 -1.86677 -0.03 0.01 0.07 0.209
H -0.14973 0.29503 -3.73530 -0.01 -0.01 0.01 0.235
H 0.38481 -1.36374 -3.52547 0.07 0.02 0.02 0.249
H -0.61160 -0.57539 -2.29544 0.06 -0.07 -0.12 0.185
O -3.20217 -0.91155 -2.21996 0.06 -0.09 0.05 -0.960
H -4.02709 -0.41480 -2.22100 -0.03 0.03 -0.06 0.485
H -3.45896 -1.80371 -1.96114 -0.03 -0.03 -0.03 0.483
O 5.03494 4.32310 -1.52131 -0.17 -0.13 0.00 -0.932
H 4.46755 5.04869 -1.80012 0.08 0.06 -0.02 0.472
H 4.82502 4.18916 -0.59245 0.09 0.09 0.04 0.464
O 4.47044 -4.44169 1.78262 -0.11 0.18 -0.03 -0.936
H 5.20669 -3.84266 1.94125 0.06 -0.09 0.03 0.471
H 4.37244 -4.46411 0.82578 0.07 -0.10 0.00 0.468
O 0.79621 -3.82681 -2.17815 -0.01 0.14 0.08 -0.927
H 1.63356 -3.85308 -2.65340 -0.04 -0.08 -0.06 0.476
H 0.93383 -3.17126 -1.48745 0.12 -0.03 0.02 0.454
O -3.35348 -0.63766 5.41584 0.05 0.06 -0.09 -0.938
H -2.40050 -0.59483 5.29438 0.02 -0.04 0.11 0.463
H -3.51316 -0.19897 6.25792 -0.04 -0.04 0.01 0.478
O -1.92129 -1.40605 -5.30680 0.05 0.07 -0.03 -0.940
H -2.65425 -0.85993 -5.60566 -0.01 -0.01 -0.10 0.470
H -2.12076 -1.57537 -4.38264 -0.09 0.00 0.17 0.472
```
Positions in Å, forces in eV/Å.

What did the second record say?
DFT (ωB97M-V/def2-TZVPD) results for a cluster of 2 separate species, C10H15O2 in total in a non-equilibrium geometry.

E_HOMO, eV: -13.895
Relative energy (zero: lowest compared OMol25 entry of this formula, charge and spin), kcal per mole: 37.7
Gap between HOMO and LUMO, eV: 7.7
Total charge: +1
Molar mass, Da: 167.23

XYZ file:
```
27
Properties=species:S:1:pos:R:3:forces:R:3:nbo_charge:R:1
C -1.94277 0.47739 0.29704 2.13 -2.03 1.18 -0.311
C -0.85276 -1.09207 -1.39826 0.63 -1.32 0.50 -0.367
C -0.69717 -1.42481 1.12129 -0.25 1.85 0.13 0.309
C 0.12999 1.11348 -1.03314 -0.27 -0.77 -2.54 -0.412
C 0.22163 0.91516 1.37924 0.05 2.39 2.35 -0.406
C -1.53043 -1.10463 -0.02098 -0.42 0.21 0.20 -0.335
C -0.69426 1.31859 0.20752 0.96 1.66 1.61 -0.271
C 0.46701 -0.39553 -1.22850 -0.64 0.23 1.30 -0.344
C 0.46905 -0.58215 1.34897 0.65 -2.70 1.70 -0.435
C 1.20948 -1.05730 -0.03238 -3.59 2.63 -0.64 0.645
O 2.88977 1.10220 -0.11839 -1.40 1.17 2.19 -0.937
O 2.05214 -1.84176 -0.02450 2.49 -2.01 0.01 -0.422
H -2.67742 0.69130 -0.38430 -1.87 0.57 -1.73 0.242
H -2.33251 0.45841 1.29603 -0.45 0.46 0.46 0.224
H -0.73928 -2.11264 -1.78903 0.01 0.11 0.32 0.241
H -1.49303 -0.58158 -2.09270 -0.27 0.40 -0.29 0.242
H -1.04096 -2.13928 1.87217 0.39 -0.24 -0.29 0.250
H 3.49005 1.39430 -0.75639 1.62 0.10 -1.61 0.497
H -0.49607 1.30755 -1.98993 1.30 0.40 1.47 0.225
H 1.13847 1.54691 -1.00350 -1.04 0.89 -0.08 0.281
H 1.18337 1.51490 1.60194 -1.19 -1.11 -1.47 0.293
H -0.27811 1.21028 2.36918 0.12 -1.03 -1.18 0.246
H -2.35982 -1.78710 -0.09200 -0.69 0.14 0.30 0.259
H -0.95722 2.42749 0.42543 0.29 -1.68 -0.75 0.281
H 1.05507 -0.57952 -2.07219 1.14 0.06 -1.37 0.261
H 1.07054 -0.96204 2.24612 -0.76 0.61 -1.27 0.281
H 2.71524 0.18244 -0.12875 1.05 -1.00 -0.52 0.464
```
Positions in Å, forces in eV/Å.